## a
A cluster of 2 separate species, C3H5FS in total. Source: the Open Molecules 2025 dataset; level of theory: wB97M-V/def2-TZVPD.

Last column: Mulliken charge in e.
Positions of all 10 atoms, in Å:
C1 -0.496 0.427 -2.116  -0.606
C2 -0.779 -0.045 -0.896  0.258
C3 0.835 0.301 1.544  -0.719
F1 -1.790 0.081 -0.090  -0.185
S1 1.145 -1.362 1.474  -0.098
H1 -1.305 0.871 -2.677  0.279
H2 0.343 0.004 -2.656  0.271
H3 1.377 0.848 0.808  0.389
H4 0.542 0.660 2.520  0.298
H5 0.128 -1.785 2.087  0.114

The spin multiplicity is 1. The HOMO-LUMO gap (alpha / beta) comes out at 9.1 / 7.5 eV. The HOMO energy (alpha / beta) comes out at -9.02 / -7.68 eV. As for the LUMO energy (alpha / beta): 0.003 / -0.006 Eh.

---

## b
An isolated molecule of C3H5FS. Source: the Open Molecules 2025 dataset; level of theory: wB97M-V/def2-TZVPD.

Last column: Mulliken charge in e.
Positions of all 10 atoms, in Å:
C1 0.904 0.111 -0.370  0.096
C2 0.052 -1.001 0.134  -0.542
C3 -0.140 1.110 0.158  -0.613
H1 0.896 0.033 -1.469  0.273
H2 -0.018 -1.927 -0.471  0.338
H3 0.263 -1.175 1.266  0.256
H4 -0.352 1.997 -0.453  0.331
H5 0.002 1.279 1.184  0.309
F1 2.188 -0.025 0.105  -0.312
S1 -1.586 -0.082 -0.033  -0.138

The spin multiplicity is 1. The HOMO-LUMO gap comes out at 9.8 eV. The SMILES is FC1CSC1. The HOMO energy comes out at -9.02 eV. As for the LUMO energy: 0.028 Eh.

---

The energy of each structure relative to the most stable one, in eV, is as follows: a 4.261; b 0.000.

---

## a
An isolated molecule of C3H5FS. Source: the Open Molecules 2025 dataset; level of theory: wB97M-V/def2-TZVPD.

Last column: Mulliken charge in e.
Positions of all 10 atoms, in Å:
C1 0.309 0.090 0.714  -0.743
C2 -0.982 0.007 0.105  0.621
C3 -1.711 1.093 -0.241  -0.760
H1 1.772 1.078 -0.882  0.124
H2 0.237 -0.733 1.428  0.307
H3 0.301 1.021 1.235  0.347
H4 -2.747 1.042 -0.507  0.354
H5 -1.194 1.995 0.161  0.199
F1 -1.489 -1.186 -0.183  -0.263
S1 1.834 -0.054 -0.204  -0.186

The spin multiplicity is 1. The HOMO-LUMO gap comes out at 10.3 eV. The SMILES is C=C(F)CS. The HOMO energy comes out at -9.49 eV. As for the LUMO energy: 0.031 Eh.

---

## b
An isolated molecule of C3H5FS. Source: the Open Molecules 2025 dataset; level of theory: wB97M-V/def2-TZVPD.

Last column: Mulliken charge in e.
Positions of all 10 atoms, in Å:
C1 1.432 -0.110 0.484  -0.945
C2 -0.069 -0.200 0.096  0.196
C3 -0.559 1.234 -0.257  -0.132
H1 1.582 0.558 1.286  0.317
H2 2.100 0.254 -0.304  0.286
H3 1.815 -1.095 0.852  0.336
H4 -1.052 1.304 -1.177  0.295
H5 -1.078 1.685 0.555  0.209
F1 0.678 1.851 -0.243  -0.284
S1 -0.893 -1.557 -0.060  -0.279

The spin multiplicity is 1. The HOMO-LUMO gap comes out at 8.7 eV. The SMILES is CC(=S)CF. The HOMO energy comes out at -8.83 eV. As for the LUMO energy: -0.005 Eh.

---

The energy of each structure relative to the most stable one, in eV, is as follows: a 0.000; b 0.203.

---

## a
An isolated molecule of C3H7N3S2. Source: the Open Molecules 2025 dataset; level of theory: wB97M-V/def2-TZVPD.

Last column: Mulliken charge in e.
Positions of all 15 atoms, in Å:
C1 -0.094 0.343 1.748  0.182
C2 0.097 -0.901 0.851  -0.460
C3 -0.695 -0.571 -1.556  0.159
H1 -0.893 2.161 1.635  0.231
H2 -0.697 1.354 0.078  0.185
H3 0.806 -1.542 1.311  0.374
H4 -0.937 -1.360 0.826  0.192
H5 2.214 0.812 -0.880  0.134
H6 -1.538 -0.916 -1.061  0.395
H7 0.338 0.203 -2.990  0.223
N1 -0.557 1.392 1.047  -0.278
N2 0.382 -0.679 -0.600  -0.179
N3 -0.632 -0.225 -2.759  -0.648
S1 0.234 0.406 3.411  -0.304
S2 1.972 -0.476 -1.060  -0.205

The spin multiplicity is 1. The HOMO-LUMO gap comes out at 9.0 eV. The SMILES is [H]/N=C\N(S)CC(N)=S. The HOMO energy comes out at -8.72 eV. As for the LUMO energy: 0.012 Eh.

---

## b
An isolated molecule of C3H7N3S2. Source: the Open Molecules 2025 dataset; level of theory: wB97M-V/def2-TZVPD.

Last column: Mulliken charge in e.
Positions of all 15 atoms, in Å:
C1 0.126 2.917 0.372  -0.839
C2 1.402 -0.571 -0.076  0.028
C3 -1.575 -1.784 -0.577  -0.188
H1 0.561 3.093 -0.636  0.259
H2 0.903 3.089 1.088  0.296
H3 -0.760 3.524 0.519  0.331
H4 2.369 -0.830 -0.498  0.345
H5 0.961 -2.590 -0.334  0.319
H6 -1.019 -1.613 1.421  0.261
H7 -2.617 -1.749 -0.273  0.328
N1 1.142 0.673 -0.047  -0.378
N2 0.696 -1.738 0.219  -0.327
N3 -0.677 -1.728 0.430  -0.173
S1 -0.344 1.212 0.583  0.013
S2 -1.169 -1.905 -2.190  -0.275

The spin multiplicity is 1. The HOMO-LUMO gap comes out at 8.7 eV. The SMILES is CS/N=C\NNC=S. The HOMO energy comes out at -8.17 eV. As for the LUMO energy: 0.020 Eh.

---

The energy of each structure relative to the most stable one, in eV, is as follows: a 0.000; b 0.771.

---

## a
A structure of composition CH4INOS. Source: the Open Molecules 2025 dataset; level of theory: wB97M-V/def2-TZVPD.

Last column: Mulliken charge in e.
Positions of all 9 atoms, in Å:
C1 -0.292 0.817 -0.837  -0.518
N1 -0.771 0.498 1.557  -0.483
O1 -0.341 3.049 -0.249  -0.518
S1 -1.694 0.612 0.322  0.324
I1 -2.892 -1.487 -0.432  -0.129
H1 0.641 0.252 -0.660  0.373
H2 -0.695 0.842 -1.892  0.359
H3 0.043 2.080 -0.673  0.328
H4 -1.251 0.075 2.421  0.263

The spin multiplicity is 1. The HOMO-LUMO gap (alpha / beta) comes out at 6.1 / 6.1 eV. The HOMO energy (alpha / beta) comes out at -9.06 / -9.05 eV. As for the LUMO energy (alpha / beta): -0.110 / -0.110 Eh.

---

## b
An isolated molecule of CH4INOS. Source: the Open Molecules 2025 dataset; level of theory: wB97M-V/def2-TZVPD.

Last column: Mulliken charge in e.
Positions of all 9 atoms, in Å:
C1 1.037 -0.113 0.390  -0.562
N1 0.342 0.630 -0.603  -0.266
O1 -1.012 0.730 -0.036  -0.200
S1 -2.229 0.023 -0.881  0.042
I1 -2.390 -2.185 0.057  0.026
H1 0.410 -0.970 0.709  0.156
H2 1.938 -0.344 -0.164  0.279
H3 1.072 0.609 1.307  0.253
H4 0.831 1.619 -0.778  0.272

The spin multiplicity is 1. The HOMO-LUMO gap comes out at 8.3 eV. The SMILES is CNOSI. The HOMO energy comes out at -8.80 eV. As for the LUMO energy: -0.020 Eh.

---

The energy of each structure relative to the most stable one, in eV, is as follows: a 4.286; b 0.000.

---

## a
An isolated molecule of C3H7NOS2. Source: the Open Molecules 2025 dataset; level of theory: wB97M-V/def2-TZVPD.

Last column: Mulliken charge in e.
Positions of all 14 atoms, in Å:
C1 -0.395 1.948 -0.352  -0.819
C2 -0.194 -0.891 0.001  0.647
C3 0.757 -0.408 1.116  -0.634
H1 -0.634 2.729 -1.098  0.334
H2 0.632 1.968 -0.110  0.279
H3 -1.053 2.115 0.497  0.284
H4 0.294 0.320 1.743  0.358
H5 0.948 -1.311 1.728  0.290
H6 2.432 -0.465 0.161  0.324
H7 -1.922 -1.664 -1.887  0.092
N1 -0.467 -2.106 -0.048  -0.421
O1 1.899 0.187 0.613  -0.497
S1 -0.782 0.381 -1.139  -0.130
S2 -1.516 -2.804 -1.225  -0.109

The spin multiplicity is 1. The HOMO-LUMO gap comes out at 9.4 eV. The SMILES is CS/C(CO)=N\S. The HOMO energy comes out at -8.71 eV. As for the LUMO energy: 0.026 Eh.

---

## b
A cluster of 2 separate species, C3H7NOS2 in total. Source: the Open Molecules 2025 dataset; level of theory: wB97M-V/def2-TZVPD.

Last column: Mulliken charge in e.
Positions of all 14 atoms, in Å:
C1 0.680 -0.050 -0.449  0.633
C2 -1.594 -0.177 0.270  -1.335
C3 -0.379 -0.947 -0.194  -0.034
N1 0.880 1.645 1.210  -0.457
O1 1.666 0.167 -1.068  -0.393
S1 -0.669 -2.160 -1.585  -0.189
S2 2.140 2.334 0.444  -0.071
H1 -1.914 0.356 -0.693  0.290
H2 -1.320 0.455 0.987  0.482
H3 -2.412 -0.869 0.391  0.356
H4 -0.204 -1.619 0.616  0.254
H5 1.164 1.386 2.141  0.195
H6 0.371 -3.018 -1.332  0.163
H7 1.590 2.497 -0.739  0.108

The spin multiplicity is 1. The HOMO-LUMO gap (alpha / beta) comes out at 6.9 / 7.7 eV. The HOMO energy (alpha / beta) comes out at -6.96 / -7.49 eV. As for the LUMO energy (alpha / beta): -0.001 / 0.007 Eh.

---

The energy of each structure relative to the most stable one, in eV, is as follows: a 0.000; b 3.143.

---

## a
An isolated molecule of C3H7NOS2. Source: the Open Molecules 2025 dataset; level of theory: wB97M-V/def2-TZVPD.

Last column: Mulliken charge in e.
Positions of all 14 atoms, in Å:
C1 -0.470 -0.044 0.296  0.236
C2 -2.309 1.305 0.087  -0.670
C3 1.697 -1.662 -0.466  -0.886
N1 2.105 0.821 0.055  -0.646
O1 -0.853 1.136 0.094  -0.221
S1 -1.363 -1.523 0.265  -0.302
S2 1.383 -0.316 0.748  0.345
H1 -2.456 2.259 -0.468  0.210
H2 -2.495 1.443 1.176  0.316
H3 -2.820 0.362 -0.387  0.336
H4 2.855 -1.712 -0.666  0.334
H5 1.239 -1.136 -1.331  0.315
H6 1.303 -2.558 0.015  0.384
H7 2.184 1.626 0.580  0.248

The spin multiplicity is 1. The HOMO-LUMO gap comes out at 8.3 eV. The HOMO energy comes out at -8.09 eV. As for the LUMO energy: 0.007 Eh.

---

## b
An isolated molecule of C3H7NOS2. Source: the Open Molecules 2025 dataset; level of theory: wB97M-V/def2-TZVPD.

Last column: Mulliken charge in e.
Positions of all 14 atoms, in Å:
C1 -0.187 -0.413 0.773  -0.405
C2 0.938 0.162 -0.113  0.099
C3 -1.476 -0.762 -0.014  -0.694
N1 2.084 0.212 0.362  -0.368
O1 -2.713 1.606 0.576  -0.557
S1 3.392 1.043 -0.295  -0.146
S2 -2.339 0.826 -0.579  0.336
H1 0.243 -1.135 1.533  0.321
H2 -0.544 0.371 1.540  0.256
H3 0.593 0.620 -1.094  0.192
H4 -1.159 1.611 -0.909  0.131
H5 -1.262 -1.251 -1.027  0.332
H6 -2.310 -1.531 0.385  0.337
H7 3.986 1.012 0.923  0.166

The spin multiplicity is 1. The HOMO-LUMO gap comes out at 9.8 eV. The HOMO energy comes out at -9.16 eV. As for the LUMO energy: 0.022 Eh.

---

The energy of each structure relative to the most stable one, in eV, is as follows: a 0.364; b 0.000.

---

## a
A cluster of 2 separate species, C3H7NOS2 in total. Source: the Open Molecules 2025 dataset; level of theory: wB97M-V/def2-TZVPD.

Last column: Mulliken charge in e.
Positions of all 14 atoms, in Å:
C1 0.750 1.053 -3.981  0.144
C2 0.984 0.153 2.136  -0.542
C3 -1.083 -0.170 -1.077  -0.677
N1 1.213 -1.332 -0.329  -0.460
O1 1.270 0.283 -4.656  -0.181
S1 2.062 -0.098 0.565  0.004
S2 0.508 -0.680 -1.777  0.066
H1 1.196 -0.611 2.900  0.244
H2 0.025 0.129 1.635  0.116
H3 1.196 1.180 2.539  0.286
H4 -1.992 -0.502 -1.415  0.412
H5 -1.039 1.031 -1.242  0.238
H6 -0.927 -0.327 0.075  0.046
H7 1.819 -2.235 -0.463  0.304

The spin multiplicity is 1. The HOMO-LUMO gap comes out at 9.0 eV. The HOMO energy comes out at -8.36 eV. As for the LUMO energy: 0.023 Eh.

---

## b
An isolated molecule of C3H7NOS2. Source: the Open Molecules 2025 dataset; level of theory: wB97M-V/def2-TZVPD.

Last column: Mulliken charge in e.
Positions of all 14 atoms, in Å:
N1 1.024 1.580 -0.442  -0.684
C1 -0.124 0.651 -0.619  -0.132
C2 -1.222 1.617 -0.135  -0.193
O1 -1.833 1.511 0.887  -0.457
C3 -0.056 -0.584 0.256  -0.640
S1 0.990 -1.892 -0.513  -0.066
S2 0.764 -3.404 0.782  -0.239
H1 1.215 1.765 0.538  0.263
H2 1.839 1.123 -0.834  0.264
H3 -0.233 0.372 -1.665  0.489
H4 -1.145 2.618 -0.609  0.392
H5 -1.081 -0.824 0.590  0.430
H6 0.210 -0.394 1.310  0.418
H7 -0.349 -4.140 0.455  0.153

The spin multiplicity is 1. The HOMO-LUMO gap comes out at 9.8 eV. The SMILES is N[C@H](C=O)CSS. The HOMO energy comes out at -9.37 eV. As for the LUMO energy: 0.016 Eh.

---

The energy of each structure relative to the most stable one, in eV, is as follows: a 1.427; b 0.000.